(1)
Entry from the Open Molecules 2025 dataset: CHMnO2 as an isolated structure at a distorted geometry (ωB97M-V with the def2-TZVPD basis set).

As for the multiplicity: 7. The value obtained for the HOMO-LUMO gap (spin up / spin down) is 7.442 / 8.457 eV. The LUMO energy (spin up / spin down) is 0.0030 / -0.0194 Eh. As for the relative energy (zero: lowest compared OMol25 entry of this formula, charge and spin): 31.9 kJ/mol. The value obtained for the total energy is -36465.1651 eV. The molar mass is 99.96 g/mol. Its highest occupied orbital energy (spin up / spin down) is -0.27046 / -0.33018 Eh.

CARTESIAN COORDINATES (ANGSTROEM)
H: -1.4521 -0.3607 -0.4120
O: -1.1668 0.3165 0.3051
C: 0.1270 0.2028 0.5586
O: 0.7219 -0.8634 0.2810
Mn: 1.7700 0.7048 -0.7328


(2)
Entry from the Open Molecules 2025 dataset: a 6-piece molecular cluster, C34H34N2O8 overall at a distorted geometry (ωB97M-V with the def2-TZVPD basis set).

As for the multiplicity: 1. The value obtained for the HOMO-LUMO gap is 8.479 eV. The LUMO energy is 0.0204 Eh. As for the relative energy (zero: lowest compared OMol25 entry of this formula, charge and spin): 89.7 kJ/mol. The value obtained for the total energy is -55159.1415 eV. The molar mass is 598.65 g/mol. Its highest occupied orbital energy is -0.29122 Eh. Its structure (SMILES) is Oc1ccc(O)cc1.Oc1ccc(O)cc1.Oc1ccc(O)cc1.Oc1ccc(O)cc1.c1ccncc1.c1ccncc1.

CARTESIAN COORDINATES (ANGSTROEM)
O: 2.0655 -0.3498 5.4975
C: 1.8945 -1.5488 4.9715
C: 0.7735 -1.8488 4.2495
C: 0.4605 -3.3358 3.8975
C: 1.3795 -4.2768 4.2725
O: 1.1605 -5.5468 3.9605
C: 2.5965 -3.8198 4.9915
C: 2.8725 -2.5238 5.2815
H: 3.0095 0.0232 5.5625
H: -0.0105 -1.1138 3.9605
H: -0.4385 -3.5898 3.2555
H: 0.9415 -5.7718 3.2065
H: 3.2445 -4.5638 5.1685
H: 3.8365 -2.0658 5.7535
O: -4.2615 4.5472 6.3695
C: -4.0265 3.2452 6.0415
C: -4.6915 2.6462 4.8465
C: -4.0775 1.4182 4.2815
C: -3.0885 0.5942 4.9715
O: -2.5805 -0.6678 4.5565
C: -2.6595 1.1922 6.1925
C: -3.1195 2.4312 6.8015
H: -4.9425 4.9852 5.8955
H: -5.5945 3.2762 4.1875
H: -4.4045 1.0632 3.1995
H: -2.1695 -0.9788 5.4275
H: -1.8865 0.5982 6.7825
H: -2.5915 2.8772 7.6805
O: -0.7085 2.9902 -2.2505
C: -0.9755 1.9802 -1.4135
C: -2.2385 1.7372 -0.8565
C: -2.5245 0.6312 0.1135
C: -1.3995 -0.1718 0.4465
O: -1.5045 -1.2688 1.3685
C: -0.1945 -0.0108 -0.2155
C: 0.0965 1.0832 -1.0295
H: -1.5505 3.5462 -2.5445
H: -3.1965 2.2172 -1.1235
H: -3.5305 0.4662 0.4555
H: -2.0715 -0.8258 2.0185
H: 0.6835 -0.4118 0.1025
H: 1.1745 1.1982 -1.4555
O: 0.4725 0.9652 -4.2495
C: 1.7545 0.8992 -4.4705
C: 2.2995 -0.0668 -5.3345
C: 3.7005 -0.2288 -5.5755
C: 4.5865 0.4432 -4.7775
O: 5.8615 0.4052 -4.9935
C: 4.1055 1.3022 -3.8005
C: 2.7085 1.5992 -3.7895
H: 0.2355 1.6092 -3.6575
H: 1.8955 -0.7878 -6.1445
H: 3.7855 -0.8438 -6.3835
H: 6.3245 1.1972 -4.5545
H: 4.9865 2.0842 -3.2115
H: 2.4755 2.4492 -3.0265
C: -3.2015 0.8362 -5.1305
C: -3.6495 1.5932 -4.1155
C: -3.8845 3.0022 -4.4815
N: -3.7215 3.4822 -5.6525
C: -3.0875 2.7962 -6.6065
C: -2.8985 1.4142 -6.3715
H: -2.9415 -0.1898 -4.9985
H: -3.7565 1.2872 -2.9615
H: -4.1795 3.7352 -3.7205
H: -2.9715 3.0842 -7.5235
H: -2.4605 0.8502 -7.2755
C: 3.4215 -4.1748 -1.2815
C: 3.4895 -3.6458 -0.0385
C: 3.2525 -2.2878 0.2665
N: 3.0315 -1.4138 -0.8115
C: 2.9545 -1.8918 -2.0985
C: 3.2295 -3.2598 -2.4175
H: 3.7475 -5.2148 -1.5545
H: 3.7105 -4.3538 0.8035
H: 3.2395 -1.9098 1.3295
H: 2.7285 -1.1568 -2.8875
H: 3.0015 -3.6658 -3.3795


(3)
Entry from the Open Molecules 2025 dataset: C26H32BrIN3P2SSeTl as an isolated structure at a distorted geometry (ωB97M-V with the def2-TZVPD basis set).

As for the multiplicity: 1. The value obtained for the HOMO-LUMO gap is 6.898 eV. The LUMO energy is -0.2266 Eh. The value obtained for the total energy is -209532.5348 eV. The molar mass is 970.73 g/mol. Its highest occupied orbital energy is -0.48007 Eh. Its charge is +2.

CARTESIAN COORDINATES (ANGSTROEM)
Tl: -1.7358 -1.4019 -1.2494
C: -5.6647 -1.8243 -0.8448
P: -4.0454 -1.3243 -0.0762
C: -3.9780 -2.2299 1.4242
C: -3.9337 0.4470 0.4612
C: -4.9884 0.8529 1.3586
C: -4.8750 1.9683 2.1492
C: -3.6721 2.7648 2.1053
C: -2.7462 2.4551 1.1395
C: -2.8679 1.2937 0.3072
P: -1.4674 1.0495 -0.7923
C: -1.8996 2.0558 -2.2438
C: 0.0328 1.5965 0.1044
H: -6.4920 -1.4506 -0.2224
H: -5.6299 -2.9093 -0.8079
H: -5.7554 -1.5038 -1.8723
H: -4.6430 -1.8799 2.1754
H: -2.9685 -2.0178 1.8910
H: -4.0558 -3.3061 1.2716
H: -5.7450 0.1573 1.4823
H: -5.6553 2.1868 2.8601
H: -3.5077 3.7341 2.7266
H: -1.8682 3.0317 0.8649
H: -2.8184 1.6978 -2.6858
H: -1.0563 1.9946 -2.9477
H: -2.0247 3.0716 -1.9422
H: 0.0506 2.7659 0.1983
H: 0.8557 1.3353 -0.5019
H: 0.1170 1.1871 1.0902
C: -1.1705 -0.2212 4.0969
C: 0.2594 -0.8228 3.8710
C: 0.2442 -1.6396 2.5634
N: -0.5650 -1.3197 1.6437
N: -0.3029 -1.9846 0.4543
C: 0.7675 -2.7374 0.4761
N: 1.3370 -3.4454 -0.4763
S: 1.4387 -2.8114 2.0644
H: -1.2880 0.2222 5.0610
H: -1.9989 -0.9839 3.8769
H: -1.4029 0.4923 3.3357
H: 0.5817 -1.5357 4.7264
H: 0.9367 -0.0584 3.6354
H: 1.0137 -3.3560 -1.4342
H: 2.2564 -3.7948 -0.3125
Se: -0.4956 -2.2201 -3.4303
C: 0.3725 -0.5426 -3.8978
C: -0.1139 0.2005 -4.9849
C: 0.6425 1.3498 -5.3784
C: 1.7591 1.6813 -4.7069
C: 2.1843 0.9178 -3.5955
C: 1.5978 -0.2524 -3.2088
H: -0.9944 -0.1032 -5.5511
H: 0.3290 1.9721 -6.2255
H: 2.2759 2.5632 -4.9353
H: 3.0352 1.2871 -3.1650
H: 2.0123 -0.8906 -2.4467
Br: 4.1737 -1.1515 -0.7722
C: 5.5403 -0.4169 0.2617
C: 6.8217 -0.6738 -0.1991
C: 7.8862 0.0123 0.3413
C: 7.7134 0.7096 1.5193
C: 6.4675 0.8734 2.1083
C: 5.4157 0.4240 1.3957
I: 3.5888 1.2698 2.0110
H: 6.9522 -1.3009 -1.0939
H: 8.8555 -0.0340 -0.0912
H: 8.5574 1.1465 2.0314
H: 6.3540 1.3777 3.0083


(4)
Entry from the Open Molecules 2025 dataset: a 2-piece molecular cluster, C4H7N4O overall at a distorted geometry (ωB97M-V with the def2-TZVPD basis set).

As for the multiplicity: 1. The value obtained for the HOMO-LUMO gap is 8.967 eV. The LUMO energy is -0.1690 Eh. As for the relative energy (zero: lowest compared OMol25 entry of this formula, charge and spin): 185.4 kJ/mol. The value obtained for the total energy is -12259.7579 eV. The molar mass is 127.13 g/mol. Its highest occupied orbital energy is -0.49849 Eh. Its charge is +1.

CARTESIAN COORDINATES (ANGSTROEM)
C: 3.0092 0.6408 -0.0516
C: 0.4251 -1.7040 -0.3115
C: -2.7618 0.2219 0.9494
C: -2.5339 0.1815 -0.5267
N: 4.2985 0.8884 0.2036
N: 1.9665 0.3387 -0.3405
N: -0.6210 -1.0658 -0.2483
N: -1.5396 -0.4715 -1.0127
O: 1.2923 -2.4199 -0.1339
H: -1.3886 -0.6522 -2.1253
H: -2.0610 0.9351 1.4098
H: -3.8187 0.3916 1.3352
H: -2.3744 -0.7823 1.1896
H: 4.6915 1.6672 -0.3829
H: -3.1305 0.7740 -1.1935
H: 4.5465 1.0566 1.2393